{
  "formula": "C16H8F6N4S",
  "method": "ωB97M-V/def2-TZVPD",
  "symbols": ["S", "F", "F", "F", "F", "F", "F", "N", "N", "N", "N", "C", "C", "C", "C", "C", "C", "C", "C", "C", "C", "C", "C", "C", "C", "C", "C", "H", "H", "H", "H", "H", "H", "H", "H"],
  "coordinates": [[0.46614, 2.35793, -3.33526], [-2.62412, -3.66877, -3.13571], [-3.72027, -3.01007, -1.24104], [-3.01831, -1.60383, -2.75942], [0.09946, -3.84844, 3.02388], [-1.25102, -5.16792, 2.24770], [0.95838, -5.16653, 1.50900], [-0.56819, -1.59293, -1.21188], [-0.62018, -0.44156, -1.98291], [0.88115, 2.84288, 0.60272], [0.56213, -2.36506, 0.77740], [1.94137, 3.23939, 1.44831], [0.76164, 2.88247, -0.79597], [0.97907, 3.97332, -2.85191], [0.83763, -0.21071, -0.18623], [0.34460, -1.45271, -0.14786], [-2.66046, -2.76611, -2.08077], [0.04746, 2.24356, 1.50752], [0.39843, 2.19918, 2.79338], [-0.18867, -4.49671, 1.91907], [-0.34367, -3.30338, 0.94950], [0.41946, 1.84030, -1.66170], [-1.46147, -3.39800, 0.07125], [-1.47856, -2.66864, -1.16078], [1.65530, 2.86753, 2.78322], [1.26228, 4.06463, -1.56158], [0.13236, 0.41424, -1.28467], [-2.25677, -3.98638, 0.29977], [1.48770, 0.25706, 0.49252], [1.73937, 4.91050, -1.05931], [1.14514, 4.79998, -3.60755], [2.82070, 3.78043, 1.18138], [2.25495, 2.98463, 3.75106], [-0.16143, 1.74668, 3.58276], [-0.84161, 1.74303, 1.12413]],
  "atomic_forces_ev_per_a": [[-0.2, 0.9, 1.0], [0.4, 0.5, 2.4], [0.7, -0.5, -1.3], [1.0, -1.2, 1.5], [1.4, 0.2, 2.5], [-0.5, -1.8, -1.4], [-2.2, -0.4, 0.7], [-0.8, -0.7, -0.6], [-0.2, -0.5, 1.2], [1.1, -0.1, 3.0], [-0.5, -2.8, 2.1], [0.0, -0.2, 1.9], [1.6, 0.2, -2.0], [0.5, 0.2, -2.6], [-1.2, 1.9, -2.0], [-0.7, -0.1, -0.5], [-2.5, 1.3, -2.2], [-3.9, -1.9, -2.4], [1.5, 0.9, -0.5], [2.8, 3.7, -0.4], [-0.8, -0.2, -2.8], [-0.4, 0.1, 0.6], [1.9, 2.6, -3.4], [1.3, 0.9, 2.9], [1.2, 0.3, 0.3], [-1.1, -0.9, 2.7], [1.9, 0.2, 0.4], [-2.0, -1.9, 0.3], [0.7, 0.3, 0.6], [-0.5, -0.2, -0.2], [-0.2, -1.4, 0.9], [0.2, 0.2, -0.7], [-0.6, 0.2, -2.0], [0.0, 0.0, 0.2], [0.1, 0.4, -0.1]],
  "lowdin_charge": [1.021, 0.114, 0.111, 0.097, 0.155, 0.209, 0.123, 0.028, 0.160, -0.035, 0.230, -0.069, -0.208, -0.408, 0.056, -0.283, -0.443, -0.176, -0.093, -0.580, -0.124, -0.393, 0.095, 0.022, -0.088, -0.125, -0.250, 0.087, 0.110, 0.115, 0.098, 0.097, 0.119, 0.098, 0.130],
  "energy_ev": -49819.082,
  "lumo_ev": -1.26,
  "orbital_gap_ev": 7.118,
  "molar_mass_g_mol": 402.32,
  "smiles": "FC(F)(F)c1cc(C(F)(F)F)n2nc(-c3sccc3-n3cccc3)cc2n1"
}


{
  "formula": "C5H5N",
  "method": "ωB97M-V/def2-TZVPD",
  "symbols": ["N", "C", "C", "C", "C", "C", "H", "H", "H", "H", "H"],
  "coordinates": [[2.00209, 1.04989, 0.78728], [1.24426, 0.70291, -0.16429], [-0.29871, -0.26170, 1.26792], [0.21704, 0.20405, -1.07451], [-0.85007, -0.46327, -0.14425], [0.84851, 0.37630, 1.25880], [-0.19491, 1.03326, -1.65281], [0.65893, -0.50390, -1.77811], [-0.82442, -0.61890, 2.13282], [-1.83064, 0.00686, -0.25887], [-0.97207, -1.52550, -0.37399]],
  "atomic_forces_ev_per_a": [[1.5, 0.8, -0.1], [-0.5, -0.4, 1.8], [-0.4, -0.2, -0.4], [-0.5, -0.2, -0.3], [-0.3, -0.2, 0.2], [0.2, 0.2, -1.0], [0.1, -0.1, -0.1], [0.0, 0.1, -0.1], [-0.1, -0.1, 0.3], [0.0, 0.0, -0.1], [-0.1, 0.0, -0.1]],
  "lowdin_charge": [0.201, -0.153, -0.110, -0.098, -0.176, -0.185, 0.122, 0.122, 0.080, 0.098, 0.098],
  "energy_ev": -6751.095,
  "lumo_ev": 0.89,
  "orbital_gap_ev": 9.467,
  "molar_mass_g_mol": 79.10,
  "smiles": "C1=C2N=C2CC1",
  "de_lowest_ev": 4.813
}


{
  "formula": "C4H8O2",
  "method": "ωB97M-V/def2-TZVPD",
  "symbols": ["O", "O", "C", "C", "C", "C", "H", "H", "H", "H", "H", "H", "H", "H"],
  "coordinates": [[-1.34033, 0.78128, -1.15578], [-0.66009, -0.91542, 0.25937], [-1.20782, -0.57119, -0.98158], [0.02640, 0.99838, -1.60912], [1.02910, -0.57175, 1.89666], [0.10714, -0.05577, 0.84203], [1.87746, 0.10664, 2.02420], [0.01087, 1.17309, -2.69146], [1.40453, -1.56506, 1.63610], [0.52855, -0.64931, 2.87231], [-0.16101, 0.99232, 0.77995], [-0.00172, -0.41442, -1.59850], [0.48559, 1.86221, -1.11509], [-2.09867, -1.17100, -1.15910]],
  "atomic_forces_ev_per_a": [[-0.1, 0.0, 0.0], [0.0, -0.1, 0.0], [-0.3, -0.1, 0.1], [0.0, 0.4, -0.1], [0.0, 0.0, 0.0], [0.1, 0.1, 0.2], [-0.1, -0.1, -0.1], [0.0, -0.1, 0.2], [-0.1, 0.1, 0.0], [0.0, 0.0, -0.2], [0.1, -0.1, -0.1], [0.3, 0.1, 0.0], [0.0, -0.3, 0.0], [0.0, 0.0, 0.0]],
  "lowdin_charge": [-0.160, -0.016, -0.283, -0.106, -0.043, -0.169, 0.080, 0.070, 0.086, 0.085, 0.116, 0.147, 0.058, 0.136],
  "energy_ev": -8366.892,
  "lumo_ev": [0.32, 0.58],
  "orbital_gap_ev": [7.628, 8.021],
  "molar_mass_g_mol": 88.11,
  "de_lowest_ev": 6.390
}


{
  "formula": "C11H30Cl2InOP3",
  "method": "ωB97M-V/def2-TZVPD",
  "symbols": ["In", "Cl", "Cl", "P", "P", "P", "O", "C", "C", "C", "C", "C", "C", "C", "C", "C", "C", "C", "H", "H", "H", "H", "H", "H", "H", "H", "H", "H", "H", "H", "H", "H", "H", "H", "H", "H", "H", "H", "H", "H", "H", "H", "H", "H", "H", "H", "H", "H"],
  "coordinates": [[-0.76676, -0.29703, -0.99598], [0.99179, -2.29397, -0.64288], [-2.36868, -0.70689, -2.65623], [-1.52332, -1.72976, 1.31688], [1.59050, 0.43474, -2.25201], [-1.16976, 1.95384, 0.24246], [2.17599, 0.45004, 1.15913], [1.96089, 2.21508, -2.48077], [-2.99279, 2.08041, 0.06322], [-2.67933, -1.08341, 2.58253], [-0.51908, 3.49768, -0.45993], [1.21766, -0.10608, -3.96022], [3.15381, -1.82392, 1.79020], [-0.80945, 2.09193, 2.03077], [-2.57731, -3.03187, 0.56378], [-0.50318, -2.80689, 2.39128], [3.30192, -0.19598, -2.08716], [2.65180, -0.58960, 1.36334], [1.16021, -1.20113, -3.97800], [2.25384, 2.64338, -1.50931], [-0.60630, 3.47721, -1.55123], [0.53299, 3.61936, -0.17812], [2.79668, 2.31390, -3.18915], [-3.45326, 1.12867, 0.36625], [0.25033, 0.30461, -4.27614], [3.84166, 0.07752, -3.00858], [-0.66077, 1.09067, 2.45689], [-1.08116, 4.35814, -0.08293], [1.07556, 2.74656, -2.86179], [3.79918, 0.26425, -1.22321], [-2.98937, -3.66168, 1.36476], [-1.17963, -3.36474, 3.05404], [2.30429, -2.53077, 1.89828], [0.11824, 2.67030, 2.16921], [3.79644, -2.20753, 0.97537], [-3.39057, 2.89443, 0.68802], [0.07391, -3.50530, 1.77690], [-3.23497, 2.26688, -0.99464], [-3.12657, -1.94438, 3.10687], [-3.46874, -0.48363, 2.11806], [2.02467, 0.24250, -4.61860], [-1.63337, 2.59176, 2.56516], [0.18389, -2.20382, 2.99528], [3.27818, -1.28670, -1.96800], [-3.38595, -2.56610, -0.01136], [-2.14962, -0.45901, 3.31152], [3.69765, -1.69860, 2.75059], [-1.96214, -3.63504, -0.11456]],
  "atomic_forces_ev_per_a": [[1.2, -0.7, 0.5], [-0.2, 0.4, 0.1], [0.4, 0.2, 0.5], [-1.1, -0.7, 0.1], [0.0, 0.5, -1.1], [-0.8, 0.6, 0.1], [2.4, -4.6, 0.8], [-0.2, 0.0, 0.2], [0.1, 0.0, 0.1], [0.0, 0.2, 0.1], [0.1, 0.0, -0.2], [-0.1, 0.0, 0.2], [0.7, -1.1, 0.2], [0.2, -0.2, 0.1], [0.2, 0.2, -0.2], [0.5, 0.2, -0.2], [-0.2, -0.4, 0.4], [-3.2, 4.8, -0.8], [0.0, 0.2, -0.1], [0.0, 0.0, -0.4], [0.0, 0.1, 0.2], [-0.2, 0.0, -0.1], [-0.3, 0.1, 0.2], [0.1, 0.3, -0.1], [0.3, -0.1, 0.0], [-0.2, -0.1, 0.4], [-0.1, 0.3, 0.0], [0.0, -0.2, 0.0], [0.4, -0.1, 0.1], [0.0, -0.1, -0.2], [0.1, 0.2, -0.3], [0.2, 0.2, -0.2], [0.2, 0.4, -0.1], [-0.4, -0.2, 0.0], [0.0, 0.0, 0.3], [0.1, -0.2, -0.2], [-0.2, 0.1, 0.1], [0.0, -0.1, 0.3], [0.1, 0.4, -0.2], [0.1, -0.1, 0.1], [-0.3, -0.1, 0.1], [0.3, -0.2, -0.3], [-0.1, -0.1, 0.1], [0.1, 0.3, -0.1], [0.1, -0.2, 0.1], [-0.2, -0.1, -0.1], [-0.1, 0.0, -0.5], [-0.2, 0.1, 0.1]],
  "lowdin_charge": [-0.021, 0.007, 0.074, 0.706, 0.692, 0.735, 0.281, -0.258, -0.243, -0.259, -0.239, -0.258, 0.034, -0.230, -0.258, -0.278, -0.268, -0.051, 0.061, 0.042, 0.050, 0.050, 0.067, 0.035, 0.044, 0.071, 0.014, 0.076, 0.048, 0.041, 0.066, 0.069, 0.103, 0.060, 0.152, 0.073, 0.024, 0.065, 0.067, 0.044, 0.066, 0.076, 0.037, 0.023, 0.050, 0.043, 0.162, 0.053],
  "energy_ev": -72013.561,
  "lumo_ev": -7.84,
  "orbital_gap_ev": 7.036,
  "molar_mass_g_mol": 457.01,
  "charge": 2
}


{
  "formula": "C15H12Br2N4O4SV",
  "method": "ωB97M-V/def2-TZVPD",
  "symbols": ["Br", "Br", "V", "S", "O", "O", "O", "O", "N", "N", "N", "N", "C", "C", "C", "C", "C", "C", "C", "C", "C", "C", "C", "C", "C", "C", "C", "H", "H", "H", "H", "H", "H", "H", "H", "H", "H", "H", "H"],
  "coordinates": [[-0.53416, -2.13898, 2.33517], [-4.59521, -5.43679, -2.84077], [-0.11252, 0.64074, 0.15645], [1.97420, -0.36533, 0.14346], [0.29340, 2.17972, 0.45786], [-1.02503, -0.57175, -0.39190], [-3.16567, -0.87121, 0.03966], [0.41467, 4.04398, 1.75625], [-0.15389, 0.60853, 2.16193], [1.92774, -0.04348, -2.57233], [2.75327, -1.94114, -1.88616], [-0.74318, -4.07682, -2.48345], [-0.36060, -0.21813, 4.39923], [2.42468, -0.66654, -3.81418], [-3.10310, -4.38040, -2.39416], [-0.84729, -3.00542, -1.72179], [-2.18674, -1.28410, -0.50814], [0.28724, 2.88267, 1.60960], [-1.82416, -4.74799, -2.83605], [-2.08578, -2.52153, -1.30405], [0.13129, 2.09769, 4.03660], [0.07481, 1.84728, 2.69034], [2.23757, -0.78980, -1.51434], [-0.10285, 1.03949, 4.91280], [2.73100, -2.09912, -3.34602], [-0.35341, -0.40503, 3.02227], [-3.23573, -3.23389, -1.63319], [1.67434, -0.62518, -4.59997], [3.67703, -2.48092, -3.72094], [-4.20373, -2.89342, -1.28980], [0.35113, 3.09878, 4.38274], [1.77111, 0.95035, -2.52173], [-0.07356, 1.19398, 5.98326], [3.06738, -2.66041, -1.25283], [1.93713, -2.79868, -3.61809], [3.31894, -0.14852, -4.16548], [-1.68429, -5.60216, -3.48666], [-0.54539, -1.06561, 5.04326], [0.07996, -2.53297, -1.41294]],
  "atomic_forces_ev_per_a": [[-0.1, 0.1, 0.2], [0.2, 0.2, 0.0], [3.4, -2.5, 0.3], [0.2, 0.1, 0.2], [0.5, 5.2, -1.0], [-2.4, -2.4, -1.6], [0.6, 0.0, -0.2], [0.1, -0.3, -0.5], [-0.1, 0.0, 1.1], [-0.1, 0.0, -0.1], [0.1, 0.1, 0.0], [0.9, -0.1, -0.2], [0.0, 0.1, 0.0], [0.1, 0.0, -0.2], [0.0, -0.1, -0.1], [-0.5, 0.1, 0.0], [-2.4, -1.2, -0.1], [0.0, 0.8, 2.4], [-0.5, 0.1, 0.1], [0.6, 0.3, 0.1], [0.0, 0.2, -0.3], [0.0, 0.1, 0.0], [-0.1, 0.0, -0.2], [0.0, -0.2, -0.1], [-0.1, -0.1, -0.3], [0.1, -0.2, -0.3], [-0.2, -0.1, 0.0], [0.0, -0.1, 0.1], [0.0, 0.1, 0.0], [0.0, 0.0, 0.0], [0.0, 0.0, 0.0], [0.1, 0.0, 0.1], [0.0, 0.0, 0.0], [-0.2, 0.0, 0.1], [0.0, 0.0, 0.1], [0.0, 0.0, 0.1], [0.0, 0.0, 0.0], [0.0, 0.0, 0.0], [0.0, 0.1, 0.0]],
  "lowdin_spin": [0.004, 0.000, 1.032, -0.001, -0.023, -0.028, -0.005, -0.004, -0.005, 0.003, -0.002, 0.000, -0.002, 0.000, 0.000, 0.000, -0.001, 0.000, 0.000, -0.001, -0.002, 0.007, 0.004, 0.013, 0.000, 0.008, 0.000, 0.000, 0.000, 0.000, 0.000, 0.000, 0.001, 0.000, 0.000, 0.000, 0.000, 0.000, 0.000],
  "energy_ev": -206493.390,
  "lumo_ev": [-8.54, -8.34],
  "orbital_gap_ev": [5.902, 6.095],
  "spin_multiplicity": 2,
  "s_squared": 0.76,
  "molar_mass_g_mol": 555.10,
  "charge": 2,
  "de_lowest_ev": 1.242
}